# 1
11
Properties=species:S:1:pos:R:3:forces:R:3 method="wB97M-V/def2-TZVPD" spin_multiplicity=9 e_above_lowest_ev=0.357 e_lumo_ha="-0.63919 / -0.77744" charge=+4
C -1.74701 1.58134 -0.84430 0.04 2.08 0.84
O -1.40899 2.57652 -0.31597 -0.71 -2.07 -1.03
H -1.06317 3.47039 -0.56650 0.06 1.22 -0.02
C -0.87023 -0.49524 -0.67157 -0.51 -2.23 0.54
C -0.00314 -0.65903 0.37750 1.67 1.20 -1.80
C 1.26941 -0.48229 0.79752 -2.38 -1.90 0.60
O 2.19594 -1.23453 1.07065 0.89 -0.14 0.40
Gd 3.49780 -3.26075 0.84802 0.38 0.23 0.21
H -1.80618 -1.07177 -0.62710 -0.37 0.59 0.20
H -0.46621 -0.52636 -1.69330 0.23 0.66 0.09
H 0.40178 0.10171 1.62504 0.70 0.37 -0.04

# 2
24
Properties=species:S:1:pos:R:3:forces:R:3 method="wB97M-V/def2-TZVPD" smiles=Cc1ccc(O)cc1.CC e_above_lowest_ev=2.995 e_lumo_ha=0.03032 charge=0
C 1.92883 0.24610 -1.12776 -1.65 -0.94 -0.38
C 1.16358 0.63361 0.12352 0.26 -1.21 -0.23
C -0.10907 1.22855 0.14676 0.58 -0.15 -0.05
C -0.69027 1.65203 1.32328 -1.94 1.25 0.85
C -0.01339 1.45519 2.55139 -1.13 0.55 -1.08
O -0.42811 1.69186 3.83411 -1.10 0.97 0.45
C 1.26642 1.08585 2.47699 0.49 -1.36 -1.72
C 1.80078 0.49581 1.31929 1.43 0.76 2.95
H 2.40095 1.17322 -1.33419 0.11 1.08 -1.42
H 1.14918 -0.15646 -1.94993 2.71 0.95 1.58
H 2.85445 -0.34118 -0.89674 -1.35 -0.41 -0.27
H -0.63877 1.31598 -0.78207 -0.21 0.37 -0.28
H -1.64796 2.29560 1.29043 1.38 -1.55 0.14
H -1.07322 1.04735 4.14637 0.02 0.09 -0.38
H 1.79201 1.25027 3.35355 1.33 -0.51 1.62
H 2.75867 0.01632 1.65252 -0.54 0.32 -1.75
C -1.81944 -2.48012 -2.52000 2.12 -0.24 -1.53
C -1.28136 -1.37787 -1.68966 -2.38 1.44 6.11
H -0.99077 -3.26887 -2.61767 -1.64 0.39 0.73
H -2.79563 -2.76629 -2.05293 0.94 -0.27 -1.19
H -1.75891 -2.10571 -3.56057 -1.36 -0.36 0.19
H -1.32707 -1.78035 -0.55320 1.50 0.48 -2.14
H -2.07253 -0.64234 -1.30386 0.21 -0.50 -1.62
H -0.46838 -0.66854 -1.82965 0.23 -1.14 -0.58

# 3
78
Properties=species:S:1:pos:R:3:forces:R:3 method="wB97M-V/def2-TZVPD" spin_multiplicity=5 e_above_lowest_ev=1.751 e_lumo_ha="-0.06837 / -0.08212" charge=0
Ru 0.59222 0.44200 2.29400 0.34 -0.79 -3.04
P 0.27483 0.19818 -0.22393 -0.67 0.55 -1.34
Cl 2.82509 0.09686 2.35683 0.42 -0.15 0.37
C 0.38856 1.85475 3.39844 -0.52 -0.44 4.52
H 1.08210 1.65035 4.29453 -0.19 1.11 -1.05
H -0.60347 1.87601 3.89316 0.04 0.80 -0.49
C 1.52078 -0.81476 -1.19611 -0.32 -0.02 0.46
C 0.42055 1.98207 -0.70292 -0.26 -0.60 -0.01
C 2.93387 -0.24568 -1.05330 0.29 0.06 0.30
H 1.48065 -1.77913 -0.65571 0.14 0.08 -0.19
C 3.96891 -1.26873 -1.53499 -0.15 0.02 0.00
H 3.02295 0.68312 -1.63918 -0.03 -0.30 0.13
H 3.13519 0.00888 -0.00290 0.00 -0.04 -0.51
C 3.70752 -1.71150 -2.97774 0.04 0.11 -0.10
H 4.97413 -0.83879 -1.44334 -0.14 -0.14 -0.03
H 3.92643 -2.14161 -0.86822 0.04 0.10 -0.06
C 2.24598 -2.10211 -3.23354 0.00 -0.09 0.18
H 3.98652 -0.89551 -3.65787 -0.05 -0.05 0.08
H 4.35754 -2.55978 -3.22248 -0.07 0.14 -0.04
C 1.23204 -1.08880 -2.68074 -0.17 0.15 -0.17
H 2.07631 -2.23174 -4.30960 0.03 -0.03 0.18
H 2.05195 -3.07416 -2.75823 -0.01 0.09 -0.07
H 1.30158 -0.14668 -3.24772 0.01 -0.24 0.17
H 0.21565 -1.47494 -2.83436 0.32 0.11 0.01
C -1.45955 -0.31407 -0.76502 0.29 0.17 0.53
C 0.71072 2.30822 -2.17535 -0.18 -0.10 -0.13
H -0.57674 2.37467 -0.43939 0.19 -0.08 -0.06
C 0.49963 3.80921 -2.37984 -0.13 0.04 0.03
H 1.74821 2.03698 -2.41781 -0.17 0.12 0.04
H 0.06420 1.74294 -2.86330 0.22 0.23 0.28
C 1.37162 4.63921 -1.43430 0.25 0.01 -0.07
H 0.70822 4.07089 -3.42506 -0.04 0.04 0.18
H -0.55940 4.04043 -2.19012 0.16 -0.07 -0.06
C 1.29490 4.18686 0.02989 -0.23 -0.03 0.37
H 2.41603 4.57585 -1.77076 -0.08 -0.02 0.01
H 1.08508 5.69588 -1.51071 0.09 -0.17 0.06
C 1.44085 2.66619 0.19266 0.41 0.38 -0.12
H 2.06714 4.69726 0.61920 -0.15 -0.03 -0.10
H 0.32149 4.46495 0.45433 0.13 0.00 -0.05
H 2.45491 2.37072 -0.12471 -0.18 -0.04 0.22
H 1.30769 2.34347 1.25200 0.22 0.77 -0.77
C -1.60355 -1.83957 -0.72605 0.18 -0.12 -0.15
H -2.06820 0.11846 0.04443 0.06 -0.18 -0.23
C -3.00937 -2.29595 -1.13440 -0.10 0.16 0.17
H -0.86240 -2.30335 -1.39509 -0.21 0.02 0.12
H -1.36992 -2.19791 0.28748 -0.08 0.00 -0.14
C -3.47635 -1.68226 -2.45809 0.12 -0.01 -0.08
H -3.03013 -3.38973 -1.19787 -0.04 0.12 0.04
H -3.70907 -2.00021 -0.33981 0.06 -0.06 -0.11
C -3.35238 -0.15928 -2.46349 -0.02 0.04 0.38
H -2.87962 -2.09514 -3.28397 -0.02 0.02 0.08
H -4.51713 -1.96344 -2.65124 0.13 -0.04 0.01
C -1.94661 0.31598 -2.07845 0.25 0.10 -0.28
H -3.60866 0.24252 -3.45153 0.02 -0.05 0.18
H -4.06235 0.27246 -1.74254 0.07 -0.10 -0.13
H -1.25057 0.08075 -2.89905 -0.21 0.04 0.16
H -1.97583 1.40717 -1.96295 0.07 -0.25 -0.04
C 0.26867 -1.95843 2.55866 0.46 -1.20 -1.27
C 0.12789 -1.04123 3.56929 -0.68 2.77 3.23
H 0.84988 -1.57666 1.70111 0.01 -1.48 -0.32
C -1.24849 -0.96637 4.29375 1.28 -0.33 -0.41
H 0.90509 -1.13250 4.35440 -0.01 0.11 -0.18
C -1.56214 -2.38206 4.80277 0.21 -0.33 0.07
H -1.06377 -0.26436 5.09599 -0.56 0.19 0.32
H -1.97776 -0.58632 3.58938 -0.41 0.07 0.02
C -1.31103 -3.43399 3.70930 0.01 -0.18 -0.57
H -0.93024 -2.61820 5.66919 0.04 0.15 -0.11
H -2.59229 -2.44621 5.16808 0.07 0.04 -0.17
C 0.10928 -3.32516 3.08589 -0.19 -0.25 -0.74
H -1.40720 -4.46445 4.07247 -0.31 0.29 0.10
H -2.05363 -3.25870 2.90787 0.27 -0.31 0.24
H 0.85898 -3.42388 3.89122 -0.10 -0.35 -0.24
H 0.33098 -4.00720 2.26135 -0.31 -0.55 0.48
F -2.48508 1.04857 1.82068 0.35 0.27 0.17
B -2.54570 2.46334 1.54217 0.09 0.66 -0.10
F -2.76315 2.63662 0.14781 0.02 -0.23 0.56
F -3.53940 3.06170 2.31146 0.40 -0.37 -0.36
F -1.26155 3.03711 1.85404 -0.83 -0.30 -0.39

# 4
81
Properties=species:S:1:pos:R:3:forces:R:3 method="wB97M-V/def2-TZVPD" spin_multiplicity=2 e_lumo_ha="-0.26530 / -0.28895" charge=+2
Ir -0.16848 0.26712 0.59293 1.27 2.47 -0.58
C -2.78581 -2.48009 -0.22151 0.11 0.00 -0.02
C -2.49578 -1.61088 -1.26356 0.15 0.03 -0.12
C -1.17859 -1.24984 -1.53045 -0.41 -0.01 0.00
C -0.14162 -1.77447 -0.74308 0.44 0.35 0.30
C -0.44763 -2.66759 0.29860 -0.14 0.11 0.24
C -1.76690 -3.00871 0.55987 -0.01 0.00 0.07
H -3.80987 -2.76295 -0.03199 -0.09 -0.05 0.01
H -3.29301 -1.25179 -1.89810 -0.02 0.07 -0.01
H -0.93871 -0.63093 -2.38587 0.02 0.09 0.07
H 0.88968 -1.66150 -1.06868 -0.14 0.03 0.04
H 0.35864 -3.13875 0.85153 -0.06 0.05 -0.01
H -1.99972 -3.71692 1.34249 0.00 -0.01 0.05
Cl 5.68688 1.31957 1.76018 0.10 -0.32 0.27
C 5.21670 2.87680 2.31038 -0.11 0.21 0.01
C 5.42043 3.19977 3.64123 0.04 0.00 -0.15
C 4.99200 4.42093 4.14058 -0.06 -0.05 -0.20
C 4.31857 5.31811 3.32450 -0.08 -0.03 -0.15
C 4.09688 4.99833 1.99800 0.12 -0.02 -0.08
Cl 3.31348 6.12073 0.95342 0.28 0.20 0.24
C 4.56176 3.78205 1.44469 0.15 0.22 0.87
N 4.28352 3.49546 0.13739 0.17 -0.04 -0.83
C 5.09597 2.83736 -0.74018 0.03 0.09 -0.18
C 6.49447 2.92481 -0.60461 0.35 0.02 -0.13
C 7.31837 2.33306 -1.52918 -0.06 0.09 0.21
C 6.77081 1.57660 -2.56662 0.12 0.05 0.11
C 5.39693 1.47487 -2.70752 -0.30 0.21 0.23
C 4.53688 2.12527 -1.83320 0.13 -0.22 -0.18
C 3.06876 2.01508 -2.00999 -0.69 -0.35 0.40
C 2.31377 1.29047 -0.84976 1.65 0.69 -0.38
O 1.13841 0.98058 -1.16082 -1.88 -1.51 1.17
O 2.85460 1.10066 0.23305 0.13 -0.22 0.30
H 5.91844 2.48797 4.28037 0.06 -0.06 0.04
H 5.18465 4.67520 5.17002 0.00 0.01 0.13
H 3.97569 6.26714 3.70826 0.00 0.05 -0.02
H 3.42306 3.90358 -0.22811 -0.28 -0.18 0.06
H 6.91085 3.51035 0.20010 0.03 0.11 0.07
H 8.38701 2.46362 -1.45977 0.08 -0.04 0.06
H 7.42175 1.07100 -3.26159 0.07 -0.02 -0.12
H 4.98955 0.88979 -3.51929 -0.09 0.00 -0.03
H 2.83064 1.48093 -2.93050 0.01 0.15 0.01
H 2.59305 2.99874 -2.06691 -0.02 0.01 -0.14
S 0.83458 4.44939 -0.35183 -0.14 0.12 -0.12
C 0.48974 3.21826 0.59630 0.00 0.12 -0.41
N 0.22667 2.30551 1.29561 -0.59 -2.38 0.23
C 0.86403 -1.71779 3.76092 -0.34 0.11 -0.41
As 1.53894 -0.56253 2.31458 -0.18 0.28 -0.21
C 2.35474 0.84574 3.37686 -0.21 0.27 -0.27
C 3.08999 -1.62808 1.78787 -0.16 0.11 -0.36
H 1.66465 -1.85360 4.48996 0.07 0.15 -0.15
H 0.58108 -2.69747 3.37950 -0.02 0.03 -0.07
H 0.00754 -1.27538 4.26689 0.01 0.07 -0.04
H 3.14732 0.41591 3.99254 -0.13 -0.17 -0.08
H 1.60925 1.32324 4.01285 -0.03 -0.09 -0.07
H 2.78005 1.58962 2.70897 -0.06 -0.03 -0.07
H 3.64075 -1.87813 2.69816 -0.19 0.08 0.01
H 3.72678 -1.04258 1.12923 -0.10 0.08 0.00
H 2.80474 -2.55144 1.28376 -0.10 0.05 0.05
C -3.59199 2.06228 4.65172 0.23 -0.01 -0.05
C -2.53936 0.96316 4.58210 -0.05 0.18 0.38
N -2.26703 0.63805 3.19626 0.13 -0.08 0.00
C -2.52641 1.45077 2.15167 0.18 -0.09 0.03
N -2.25707 0.96083 0.94248 0.62 -0.95 0.88
C -2.71159 1.68249 -0.23339 0.22 -0.04 -0.69
C -3.70536 2.79800 0.07355 0.29 -0.07 0.17
C -3.18676 3.58745 1.26133 0.05 0.10 -0.52
N -3.02517 2.67487 2.37456 -0.07 -0.42 -0.04
C -3.16734 3.18832 3.72177 -0.11 -0.03 0.54
H -3.68194 2.42244 5.67412 0.01 0.03 0.02
H -4.56671 1.68625 4.33806 0.01 -0.06 0.01
H -2.88907 0.06379 5.09195 0.05 0.04 -0.04
H -1.61629 1.30075 5.07237 -0.15 -0.05 0.03
H -1.95823 -0.29550 2.95988 -0.19 0.23 -0.09
H -3.16430 0.95188 -0.90948 0.06 0.16 -0.04
H -1.83165 2.10569 -0.73957 -0.13 0.13 -0.17
H -4.67949 2.37555 0.32109 -0.05 0.00 -0.02
H -3.81538 3.44363 -0.79541 -0.01 -0.04 -0.05
H -3.89415 4.37078 1.53721 0.11 -0.09 0.12
H -2.22168 4.04869 1.02240 -0.09 0.12 -0.02
H -3.91552 3.98306 3.71448 0.08 -0.07 -0.06
H -2.21442 3.61751 4.05508 -0.08 0.06 0.00

# 5
7
Properties=species:S:1:pos:R:3:forces:R:3 method="wB97M-V/def2-TZVPD" smiles="O=CC(F)(F)Cl" e_above_lowest_ev=0.104 e_lumo_ha=0.00738 charge=0
O -0.22183 1.90336 0.02404 -1.08 -0.17 0.36
C 0.17277 0.84252 -0.33455 1.63 0.12 0.19
C -0.14120 -0.55541 0.25137 -0.66 1.40 0.29
F 1.01657 -1.16971 0.47223 0.42 -0.47 -0.34
F -0.71556 -0.38753 1.44137 -0.58 -0.35 0.15
Cl -1.16157 -1.44064 -0.87792 0.09 -0.16 0.19
H 1.05082 0.80740 -0.97655 0.18 -0.36 -0.84